Computed, not measured: a structure of composition CH4NO2P at a distorted geometry, with ωB97M-V/def2-TZVPD.

Geometry (Å):
P1 1.718 0.042 -0.513
O1 0.646 -1.051 0.310
O2 2.605 0.461 0.533
N1 -0.484 0.815 -0.174
C1 -0.590 -0.714 -0.099
H1 -1.160 1.412 -0.713
H2 -1.237 -0.874 0.863
H3 -1.008 -1.275 -1.008
H4 -0.490 1.184 0.801

Calculated values
Kohn-Sham gap in eV: 9.927
M in u: 93.0
DFT total energy in Eh: -587.0897

These are the natural (NBO) partial charges, in e, on atoms 1 to 2: 1.52 -0.81

Computed, not measured: a cluster of 2 separate species, CH4NO2P in total at a distorted geometry, with ωB97M-V/def2-TZVPD.

Geometry (Å):
P1 -0.677 -1.987 -0.673
O1 -0.857 1.019 1.163
O2 0.478 -0.837 -0.534
N1 1.212 1.918 0.459
C1 0.112 1.511 0.772
H1 1.285 -1.348 -0.202
H2 -1.596 -1.982 0.624
H3 1.477 2.749 -0.153
H4 -1.434 -1.043 -1.455

Calculated values
Kohn-Sham gap in eV: 9.675
M in u: 93.0
DFT total energy in Eh: -587.0612
SMILES: N=C=O.OP

These are the natural (NBO) partial charges, in e, on atoms 1 to 2: 0.62 -0.51

Computed, not measured: an isolated molecule of CH4NO2P at a distorted geometry, with ωB97M-V/def2-TZVPD.

Geometry (Å):
P1 -2.273 -0.154 -0.528
O1 -3.205 -0.023 0.546
O2 -0.774 0.069 0.157
N1 1.598 -0.100 0.480
C1 0.506 0.250 -0.400
H1 1.642 -1.079 0.276
H2 0.594 1.310 -0.558
H3 1.211 0.105 1.358
H4 0.701 -0.378 -1.330

Calculated values
Kohn-Sham gap in eV: 10.108
M in u: 93.0
DFT total energy in Eh: -587.1043
SMILES: NCOP=O

These are the natural (NBO) partial charges, in e, on atoms 1 to 2: 1.54 -1.01

Computed, not measured: a cluster of 2 separate species, CH4NO2S2 in total at a distorted geometry, with ωB97M-V/def2-TZVPD.

Geometry (Å):
S1 0.492 1.437 2.269
S2 0.284 2.412 0.462
O1 -1.115 -0.015 -0.446
O2 -0.985 -1.553 -2.156
N1 0.775 -1.242 -0.714
C1 -0.593 -0.970 -1.135
H1 -0.394 1.293 -0.066
H2 1.243 -1.889 -1.325
H3 0.930 -1.366 0.298
H4 -0.639 1.894 2.814

Calculated values
Kohn-Sham gap in eV: 7.829
M in u: 126.2
DFT total energy in Eh: -1042.1982
Total charge: -1

These are the natural (NBO) partial charges, in e, on atoms 1 to 2: -0.19 -0.30

Computed, not measured: a cluster of 2 separate species, CH4NO3 in total, with ωB97M-V/def2-TZVPD.

Geometry (Å):
O1 1.040 0.708 -1.486
O2 0.350 -2.042 1.013
O3 1.041 0.621 0.773
N1 -0.859 1.134 -0.323
C1 0.519 0.802 -0.360
H1 -1.320 0.999 0.556
H2 0.714 -1.152 0.829
H3 -0.152 -2.226 0.207
H4 -1.332 1.155 -1.208

Calculated values
Kohn-Sham gap in eV: 8.637
M in u: 78.0
DFT total energy in Eh: -321.0720
Total charge: -1

These are the natural (NBO) partial charges, in e, on atoms 1 to 2: -0.80 -0.99

Computed, not measured: an isolated molecule of CH4NO3P at a distorted geometry, with ωB97M-V/def2-TZVPD.

Geometry (Å):
P1 1.072 -0.035 0.040
O1 0.479 -0.892 1.292
O2 2.448 -0.228 -0.607
O3 0.873 1.586 0.265
N1 -1.604 -0.088 -0.133
C1 -0.529 -0.771 -0.400
H1 -0.599 -1.724 -0.718
H2 1.664 1.998 -0.264
H3 -2.343 -0.659 0.171
H4 -1.459 0.814 0.354

Calculated values
Kohn-Sham gap in eV: 10.609
M in u: 109.0
DFT total energy in Eh: -662.3556

These are the natural (NBO) partial charges, in e, on atoms 1 to 2: 2.23 -0.94

Computed, not measured: an isolated molecule of CH4NO4P at a distorted geometry, with ωB97M-V/def2-TZVPD.

Geometry (Å):
P1 1.353 -1.080 0.290
O1 3.225 -0.926 -2.970
O2 3.827 -1.081 -0.927
O3 -0.123 1.061 -0.120
O4 1.736 -0.964 -1.348
N1 3.047 -0.970 -1.779
C1 -0.411 -0.281 0.026
H1 1.832 0.248 0.605
H2 -1.261 -0.583 0.712
H3 -0.775 -0.826 -0.897
H4 -0.778 1.746 -0.554

Calculated values
Kohn-Sham gap in eV: 10.405
M in u: 125.0
DFT total energy in Eh: -737.3902
SMILES: O=[N+]([O-])OPCO

These are the natural (NBO) partial charges, in e, on atoms 1 to 2: 0.81 -0.35

Computed, not measured: a cluster of 2 separate species, CH4NOP in total at a distorted geometry, with ωB97M-V/def2-TZVPD.

Geometry (Å):
P1 1.158 0.006 -0.966
O1 -0.114 0.336 2.262
N1 -0.970 -0.079 1.538
C1 -0.530 -0.394 -0.678
H1 -1.304 0.348 -1.113
H2 1.519 -0.089 0.311
H3 -0.801 -1.432 -0.604
H4 1.042 1.304 -0.751

Calculated values
Kohn-Sham gap (spin up / spin down) in eV: 7.694 / 8.115
M in u: 77.0
DFT total energy in Eh: -511.6652

These are the natural (NBO) partial charges, in e, on atoms 1 to 2: 0.35 -0.23

Computed, not measured: a cluster of 2 separate species, CH4NOP in total at a distorted geometry, with ωB97M-V/def2-TZVPD.

Geometry (Å):
P1 1.728 0.961 -0.447
O1 -2.663 0.562 -0.777
N1 -2.035 -0.314 -0.256
C1 -1.214 -0.836 0.365
H1 -1.057 -1.786 0.949
H2 2.057 1.227 0.942
H3 2.688 -0.092 -0.498
H4 0.496 0.278 -0.277

Calculated values
Kohn-Sham gap in eV: 9.922
M in u: 77.0
DFT total energy in Eh: -511.6896
SMILES: C#[N+][O-].P

These are the natural (NBO) partial charges, in e, on atoms 1 to 2: 0.01 -0.37

Computed, not measured: a structure of composition CH4NOPS at a distorted geometry, with ωB97M-V/def2-TZVPD.

Geometry (Å):
S1 -1.144 0.390 1.727
P1 -0.569 0.021 -0.961
O1 0.515 0.134 1.548
N1 -1.668 -0.154 0.320
C1 0.937 0.091 0.212
H1 -1.846 -1.857 0.351
H2 1.533 -0.819 0.077
H3 -0.698 1.432 -0.979
H4 1.560 0.963 -0.021

Calculated values
Kohn-Sham gap (spin up / spin down) in eV: 7.667 / 7.685
M in u: 109.1
DFT total energy in Eh: -909.8851

These are the natural (NBO) partial charges, in e, on atoms 1 to 2: 0.82 0.75

Computed, not measured: an isolated molecule of CH4NOPS at a distorted geometry, with ωB97M-V/def2-TZVPD.

Geometry (Å):
S1 0.455 -0.428 -0.037
P1 3.463 -0.034 -0.036
O1 -2.347 -0.520 -0.315
N1 1.923 0.384 -0.021
C1 -1.408 0.457 -0.174
H1 -1.427 0.885 -1.190
H2 -1.285 1.123 0.768
H3 -2.842 -0.605 0.458
H4 3.468 -1.263 0.547

Calculated values
Kohn-Sham gap in eV: 7.834
M in u: 109.1
DFT total energy in Eh: -909.9155
SMILES: [H]/P=N\SCO

These are the natural (NBO) partial charges, in e, on atoms 1 to 2: 0.30 0.75

Computed, not measured: an isolated molecule of CH4NOPS2 at a distorted geometry, with ωB97M-V/def2-TZVPD.

Geometry (Å):
S1 3.501 0.755 -0.041
S2 -2.026 1.331 -0.611
P1 -0.558 1.394 0.807
O1 0.930 1.322 0.068
N1 1.359 -0.994 -0.079
C1 1.851 0.356 -0.092
H1 2.060 -1.732 -0.417
H2 -2.537 0.463 0.160
H3 0.358 -1.113 -0.313
H4 -0.361 2.670 0.990

Calculated values
Kohn-Sham gap in eV: 8.951
M in u: 141.2
DFT total energy in Eh: -1308.2128
SMILES: NC(=S)OPS

These are the natural (NBO) partial charges, in e, on atoms 1 to 2: -0.18 -0.25

Which value of DFT total energy does entry 8 give? -511.6652 Eh

The highest M belongs to which entry? CH4NOPS2

Which of these has the highest M? CH4NOPS2